The following is a DFT calculation (ωB97M-V with the def2-TZVPD basis set) of a structure of composition C36H66BrN2O11Ta.

charge	-2

Structure (XYZ):
```
117
C36H66BrN2O11Ta ωB97M-V with the def2-TZVPD basis set
C -0.85526 7.33056 0.15722
C -0.13442 6.07385 0.95063
C 0.15131 4.77852 -0.00882
C -1.18481 4.00620 -0.56607
N -1.05430 2.55575 -0.17816
Ta -2.65713 1.79475 1.07607
N -3.07599 3.70935 2.03796
C -4.37046 0.84063 2.34472
C -5.48913 1.95782 2.78110
C -6.82413 1.28778 3.47834
Br -7.77546 2.77390 4.48125
C -1.18391 1.35591 2.87022
C 0.36614 1.13116 2.38556
C 1.22918 0.07700 3.31648
C 0.46390 -1.36432 3.57596
C 2.74656 -0.22713 2.77243
C 2.90134 -0.25507 1.13630
C 1.90297 -1.30903 0.37043
C 2.06941 -1.45931 -1.12133
C 2.93477 -2.76040 -1.63076
C 1.39836 -0.37926 -2.18566
C -2.23177 -0.37870 0.26379
O -3.46773 -1.08372 -0.15032
C -3.17001 -2.07020 -1.22967
C -4.26228 2.13066 -0.60891
O -4.14471 3.08150 -1.54260
O -5.45188 1.22187 -0.66768
H -0.77496 7.26959 -1.01147
H -1.97594 7.39933 0.54295
H -0.32335 8.31823 0.56238
H -0.68968 5.83074 1.96216
H 0.93909 6.48306 1.27651
H 0.84582 5.11247 -0.91181
H 0.81850 4.02297 0.63057
H -1.10358 4.04501 -1.75722
H -2.20341 4.51560 -0.30717
H -1.12960 2.01323 -1.09117
H -3.73448 4.21282 1.37261
H -2.18024 4.24359 2.02636
H -4.95459 0.01540 1.71712
H -3.98080 0.26974 3.31590
H -5.80166 2.61922 1.86609
H -5.00383 2.65943 3.60436
H -7.52509 0.72379 2.71595
H -6.45256 0.52756 4.32051
H -1.65727 0.45979 3.45694
H -1.18454 2.27630 3.63022
H 0.93359 2.17391 2.45980
H 0.32430 0.81455 1.25020
H 1.33693 0.59626 4.38181
H 0.15434 -1.39520 4.70839
H -0.45494 -1.38709 2.84957
H 1.18030 -2.25934 3.26025
H 3.12834 -1.19632 3.31775
H 3.43124 0.66016 3.16457
H 4.01383 -0.60871 0.89964
H 2.77982 0.87347 0.77318
H 1.04247 -1.91809 0.88830
H 3.87232 -2.43214 -2.27472
H 2.17682 -3.43783 -2.25224
H 3.34479 -3.43412 -0.73454
H 0.26829 -0.13352 -1.95071
H 1.42831 -0.75554 -3.30367
H 1.97385 0.66258 -2.13764
H -1.50831 -0.38744 -0.65572
H -1.73395 -1.01637 1.11308
H -3.04100 -1.42870 -2.21878
H -4.00678 -2.88007 -1.36719
H -2.18101 -2.66464 -0.95508
O 1.26777 -0.37231 6.87398
C 0.93931 -1.26242 7.64079
O 1.45509 -2.52642 7.61916
C 0.76782 -3.32910 8.57788
C 0.17886 -2.35435 9.56373
C -0.11056 -1.14971 8.70438
H -0.00097 -3.91136 8.05913
H 1.47170 -4.01708 9.05522
H -0.70160 -2.74445 10.08119
H 0.92852 -2.09375 10.32077
H -1.09843 -1.20952 8.23924
H -0.00296 -0.21990 9.26767
O 0.61156 0.71818 -4.92302
C 0.62721 -0.17207 -5.75692
O 0.13166 -1.42769 -5.55191
C 0.41475 -2.23507 -6.69374
C 0.62735 -1.26351 -7.82503
C 1.22698 -0.06936 -7.12655
H 1.30826 -2.83306 -6.48588
H -0.42546 -2.90844 -6.88670
H 1.25636 -1.66437 -8.62428
H -0.33947 -0.98588 -8.26227
H 2.31478 -0.14817 -7.04722
H 0.94053 0.86574 -7.61333
O 0.23128 -4.15741 -10.47631
C -0.88891 -3.98818 -10.02384
O -1.14926 -3.52699 -8.76539
C -2.55743 -3.55736 -8.53752
C -3.18243 -3.54703 -9.90799
C -2.17017 -4.29493 -10.73828
H -2.80099 -4.46564 -7.97639
H -2.85431 -2.68563 -7.94712
H -4.18065 -3.99229 -9.92927
H -3.26436 -2.51513 -10.27062
H -2.34270 -5.37452 -10.71513
H -2.14553 -3.92826 -11.76705
O 5.97734 -1.15279 0.48379
C 6.38973 -0.62914 1.50551
O 5.84596 0.48805 2.07155
C 6.64274 0.88282 3.18738
C 7.38867 -0.35826 3.60242
C 7.58215 -1.08066 2.29318
H 7.31608 1.68566 2.86921
H 5.99735 1.25757 3.98716
H 8.32398 -0.14347 4.12607
H 6.76033 -0.96405 4.26667
H 8.49240 -0.75731 1.78064
H 7.57779 -2.16465 2.42865
```



The following is a DFT calculation (ωB97M-V with the def2-TZVPD basis set) of a cluster of 10 separate species, C36H66Cl3F6N12P in total.

charge	+2

Structure (XYZ):
```
124
C36H66Cl3F6N12P ωB97M-V with the def2-TZVPD basis set
C -2.01194 4.45767 -4.42913
C -0.87166 4.11654 -3.48484
N 0.08621 5.24243 -3.43425
C 0.92325 5.65215 -4.43154
C 1.47609 6.82631 -4.04776
N 0.96699 7.13465 -2.80156
C 0.11654 6.15028 -2.46459
C 1.31777 8.29021 -2.01369
H -2.56257 5.33690 -4.09424
H -2.71903 3.64679 -4.59748
H -1.60448 4.64488 -5.42658
H -0.29922 3.22323 -3.73133
H -1.29012 3.96894 -2.48955
H 1.03667 4.96998 -5.25960
H 2.19361 7.43770 -4.56600
H -0.42725 6.12885 -1.53618
H 0.70652 9.12263 -2.37175
H 2.36245 8.56847 -2.11487
H 1.06519 8.18918 -0.96099
C 4.20514 3.79898 -2.14465
C 5.33619 3.28127 -2.99656
N 6.62752 3.97817 -2.69799
C 7.08991 4.22495 -1.42804
C 8.16678 5.02707 -1.48617
N 8.41512 5.22752 -2.82025
C 7.50963 4.54408 -3.53032
C 9.51669 5.99333 -3.38607
H 3.26003 3.41063 -2.52589
H 4.11913 4.88911 -2.20529
H 4.28835 3.46983 -1.11013
H 5.18538 3.43363 -4.06150
H 5.53789 2.23076 -2.79634
H 6.50945 3.98893 -0.55264
H 8.77165 5.51721 -0.74376
H 7.50610 4.48462 -4.60568
H 10.44694 5.47246 -3.16887
H 9.52921 6.97415 -2.91042
H 9.44880 6.20418 -4.44937
C 1.29160 -3.71801 7.21888
C 0.62569 -3.44130 5.87085
N 0.63572 -4.61100 5.00340
C 1.79226 -5.20478 4.57242
C 1.46234 -6.11990 3.61903
N 0.09621 -6.09898 3.53445
C -0.39713 -5.17621 4.35763
C -0.74187 -6.99244 2.70415
H 1.16200 -2.86143 7.87509
H 2.35303 -3.96668 7.19595
H 0.83895 -4.63653 7.60135
H 1.16719 -2.59874 5.43478
H -0.41216 -3.14695 6.01246
H 2.74439 -4.81723 4.89016
H 2.07354 -6.74605 2.99260
H -1.43573 -4.87671 4.39664
H -0.31595 -7.98967 2.72544
H -0.72939 -6.62473 1.67736
H -1.77160 -6.92376 3.04132
C -3.37512 -6.41394 -1.26813
C -4.66329 -5.62067 -1.12803
N -4.51366 -4.17819 -1.34856
C -3.83559 -3.53175 -2.34606
C -4.13636 -2.20750 -2.22060
N -4.89770 -2.07212 -1.08436
C -5.21084 -3.29844 -0.64097
C -5.43181 -0.82113 -0.56319
H -2.96357 -6.39144 -2.27692
H -3.61334 -7.45561 -1.05060
H -2.57368 -6.12133 -0.59415
H -5.08508 -5.82290 -0.14674
H -5.38963 -5.89140 -1.89826
H -3.19960 -4.14602 -2.96148
H -3.82307 -1.36565 -2.81696
H -5.85806 -3.51781 0.18939
H -4.74872 -0.01434 -0.83009
H -5.44595 -0.92288 0.51994
H -6.39956 -0.57660 -0.99406
C -2.68827 2.26008 0.21740
C -2.71955 2.51938 1.71299
N -3.22060 1.39630 2.49247
C -4.52125 1.03006 2.56639
C -4.62370 0.03813 3.49484
N -3.34974 -0.20382 3.92427
C -2.48999 0.61773 3.31061
C -3.00242 -1.28253 4.84616
H -2.14311 1.33846 -0.01463
H -2.12049 2.99965 -0.34321
H -3.65669 2.05267 -0.23799
H -3.30557 3.40694 1.95262
H -1.70526 2.76973 2.02698
H -5.26444 1.50269 1.94690
H -5.46606 -0.57297 3.76717
H -1.43052 0.72195 3.45819
H -3.37825 -2.19619 4.38612
H -3.58366 -1.14209 5.75969
H -1.96666 -1.34167 5.16141
C 0.91286 2.09781 -0.15869
C 0.42181 0.94788 -1.04813
N -0.02360 -0.22073 -0.27872
C -1.09002 -1.02216 -0.61166
C -1.12496 -2.01028 0.32653
N -0.09179 -1.79430 1.18726
C 0.58468 -0.69711 0.79941
C 0.26110 -2.70766 2.25830
H 1.99524 2.11851 -0.06939
H 0.32224 2.08993 0.76340
H 0.59949 3.04778 -0.60246
H 1.20174 0.76807 -1.78433
H -0.47199 1.28677 -1.57693
H -1.80586 -0.74518 -1.36057
H -1.84960 -2.78348 0.54021
H 1.50272 -0.36685 1.25116
H 0.74362 -2.10742 3.03330
H 0.99900 -3.43236 1.90995
H -0.62950 -3.20425 2.63614
Cl -3.51003 -4.06097 2.36001
Cl 3.28075 0.61627 -3.60897
Cl -2.71041 0.94607 -3.34498
P 0.53936 -5.28794 -0.91432
F 0.44003 -6.91599 -0.80275
F 1.66618 -5.50287 -2.06053
F -0.54565 -5.23998 -2.09622
F 0.79635 -3.68306 -0.98510
F -0.65836 -5.02939 0.15733
F 1.67140 -5.35938 0.26413
```



The following is a DFT calculation (ωB97M-V with the def2-TZVPD basis set) of a cluster of 12 separate species, C36H66F36N12P6 in total.

Structure (XYZ):
```
156
C36H66F36N12P6 ωB97M-V with the def2-TZVPD basis set
C 0.01726 22.33515 25.37258
C -0.90243 22.55976 26.62952
N -1.92400 23.57106 26.24751
C -3.14685 23.34789 25.68527
C -3.57946 24.66581 25.24133
N -2.66968 25.61704 25.60173
C -1.68049 24.92032 26.39097
C -2.67677 27.11475 25.46959
H 0.96205 21.91777 25.72080
H 0.32972 23.25299 24.87454
H -0.40673 21.71142 24.58562
H -0.41566 22.88626 27.54851
H -1.31367 21.55603 26.73676
H -3.49571 22.32681 25.63963
H -4.52525 24.83557 24.74829
H -0.75831 25.45013 26.57883
H -3.71823 27.43125 25.52684
H -2.40887 27.21018 24.41734
H -2.00165 27.67263 26.11851
C -4.19002 30.53960 23.69981
C -3.28909 30.30935 22.43129
N -2.93521 28.95367 22.00738
C -3.78655 27.88327 21.90745
C -3.18279 26.77095 21.20487
N -1.93737 27.31994 20.71779
C -1.79272 28.55896 21.28180
C -1.12901 26.70826 19.78742
H -3.67393 29.89073 24.40743
H -5.25227 30.29633 23.67628
H -4.10931 31.57042 24.04476
H -2.36053 30.87758 22.48575
H -3.75374 30.79352 21.57235
H -4.60748 27.81334 22.60572
H -3.48750 25.76284 20.96558
H -0.86657 29.08785 21.11172
H -1.71028 26.61845 18.86972
H -0.92588 25.67371 20.06411
H -0.13153 27.09139 19.57214
C 2.54375 28.70961 19.65215
C 2.51924 30.16219 20.15275
N 2.84370 31.04314 19.06457
C 3.72923 30.93661 18.01850
C 3.36177 31.77326 16.99397
N 2.24912 32.46563 17.42969
C 1.98520 32.06992 18.71380
C 1.35418 33.40147 16.71781
H 3.44334 28.34739 19.15452
H 1.63735 28.56564 19.06408
H 2.31260 28.08953 20.51827
H 3.20452 30.35244 20.97877
H 1.53963 30.48100 20.50887
H 4.48853 30.17251 18.09604
H 3.80798 31.91991 16.02145
H 1.04888 32.41264 19.12884
H 1.91014 34.29312 16.42807
H 0.42821 33.67559 17.22334
H 1.13321 32.96535 15.74361
C -5.44899 34.42859 20.13422
C -5.10131 34.58141 21.60364
N -3.87942 35.20322 21.80690
C -3.30896 36.18209 21.06239
C -2.07378 36.55421 21.58360
N -1.81490 35.69081 22.64800
C -2.89885 34.79928 22.76621
C -0.60062 35.75249 23.37406
H -5.74480 35.37776 19.68736
H -6.38162 33.86729 20.07726
H -4.74554 33.90236 19.48897
H -5.06965 33.62008 22.11642
H -5.87856 35.18432 22.07318
H -3.77185 36.46125 20.12740
H -1.31226 37.21629 21.19872
H -3.10324 34.13883 23.59593
H -0.51869 34.76139 23.82028
H -0.69603 36.48129 24.17897
H 0.30251 35.89208 22.77997
C -6.31287 27.65312 19.28372
C -6.01131 27.57447 17.77719
N -6.17769 26.18544 17.44130
C -7.34495 25.59945 16.96998
C -7.01651 24.22427 16.73161
N -5.71320 23.97104 17.03532
C -5.14462 25.20181 17.43073
C -4.96991 22.68499 16.92183
H -5.68856 26.98957 19.88207
H -7.38487 27.57847 19.46629
H -5.95707 28.58378 19.72574
H -5.00145 27.95346 17.62012
H -6.69468 28.05977 17.08036
H -8.28046 26.13416 17.04289
H -7.54530 23.37776 16.31906
H -4.08877 25.36429 17.58940
H -5.50757 21.81145 16.55313
H -4.68587 22.47941 17.95390
H -3.98151 22.76097 16.46861
C -6.75674 31.42686 26.59289
C -7.07875 32.14329 27.92703
N -7.58488 33.47573 27.74308
C -7.02977 34.48435 26.99448
C -7.77998 35.65576 27.18397
N -8.78305 35.36255 28.11945
C -8.57943 34.09019 28.42189
C -9.85245 36.22500 28.55251
H -7.50605 30.76524 26.15828
H -5.95241 30.74309 26.86421
H -6.55926 32.00955 25.69313
H -6.13707 32.23969 28.46746
H -7.80362 31.49372 28.41768
H -6.14900 34.29542 26.39870
H -7.67943 36.61044 26.68913
H -9.23529 33.51061 29.05460
H -10.44525 36.45485 27.66715
H -9.47946 37.20804 28.83995
H -10.46618 35.74639 29.31564
P -3.82691 22.51497 21.47215
F -3.45919 23.76676 22.52000
F -5.38101 22.98622 21.48534
F -3.63488 23.52338 20.20343
F -4.23093 21.41169 20.38989
F -2.25359 22.18542 21.29907
F -4.00626 21.45911 22.71363
P 0.94563 26.37899 23.51906
F -0.37253 25.35848 23.34490
F 1.01352 26.02981 25.02191
F 1.98450 25.25424 23.13072
F 2.26955 27.27423 23.85280
F 0.81834 26.82638 21.93391
F 0.01313 27.73185 23.75216
P -1.97626 30.23120 17.59197
F -2.71229 29.85334 16.10436
F -0.80225 31.04766 16.74911
F -2.76091 31.61523 17.23580
F -1.42473 30.73917 19.03963
F -3.25060 29.34404 18.15304
F -1.01954 28.86219 17.56343
P -2.33478 33.00372 26.65922
F -0.86989 32.34515 27.09190
F -1.75016 32.70194 25.14775
F -3.07617 31.56846 26.86850
F -3.65567 33.69235 26.03987
F -2.67172 33.39992 28.19243
F -1.70238 34.52832 26.71772
P -0.74343 24.21356 16.24758
F -1.77477 23.23977 17.10414
F 0.17771 22.84279 16.09973
F -1.44017 23.76882 14.78717
F 0.32186 25.20577 15.38892
F -1.74440 25.53330 16.44586
F 0.02672 24.64258 17.62671
P -7.63784 31.04759 21.21058
F -7.12619 29.58688 21.86264
F -9.06901 30.93692 21.97013
F -7.08367 31.89734 22.47023
F -8.10516 32.38577 20.45331
F -6.18469 31.16428 20.49411
F -8.19531 30.24170 19.93771
```



no.,strongest force on any atom (Eh/bohr),lowest unoccupied orbital energy (eV)
1,0.129,2.92
2,0.056,-4.11
3,0.138,-1.11